Record 1
# C21H61N3O10

8 unconnected molecules or ions with the total composition C21H61N3O10 in a non-equilibrium geometry (ωB97M-V with the def2-TZVPD basis set, the Open Molecules 2025 dataset).

Values from the calculation:
Structure (SMILES) ... COC[C@H](C)N.COCCNCCOC.COCCNCCOC.CO.CO.CO.CO.CO
HOMO level ... -8.66 eV
F_max ... 2.4 eV/A
Energy relative to the best compared isomer or geometry (same formula, charge and spin) ... 7.8 kcal per mole

```
95
C21H61N3O10 (ωB97M-V with the def2-TZVPD basis set)
C 0.153 -3.887 -4.989
O -0.963 -3.614 -5.813
H 0.189 -3.091 -4.235
H 0.092 -4.841 -4.452
H 1.115 -3.809 -5.509
H -0.801 -4.034 -6.664
C -1.805 1.730 -5.014
O -3.050 2.356 -4.766
H -2.005 0.775 -5.501
H -1.175 2.347 -5.666
H -1.237 1.493 -4.108
H -2.885 3.259 -4.478
C 5.812 0.966 1.248
O 7.074 0.363 0.976
H 5.095 0.439 0.620
H 5.494 0.830 2.285
H 5.814 2.026 0.992
H 7.759 1.033 0.975
C 1.880 4.436 1.037
O 2.528 5.581 0.506
H 1.148 3.957 0.370
H 2.568 3.630 1.288
H 1.312 4.765 1.913
H 1.978 6.340 0.703
C 1.939 1.962 4.710
O 2.978 2.001 3.720
H 1.920 2.782 5.431
H 0.974 2.044 4.205
H 2.003 0.971 5.163
H 3.791 1.975 4.236
C -1.791 5.308 -3.757
O -2.395 4.740 -2.607
C -1.480 4.027 -1.811
C -2.210 2.947 -0.998
N -2.365 1.710 -1.774
C -2.929 0.617 -0.983
C -4.399 0.914 -0.637
O -5.056 1.229 -1.857
C -6.427 1.423 -1.613
H -2.550 5.752 -4.393
H -1.138 4.592 -4.267
H -1.105 6.103 -3.430
H -1.029 4.742 -1.108
H -0.660 3.546 -2.357
H -3.208 3.348 -0.772
H -1.745 2.783 -0.024
H -3.077 1.940 -2.467
H -2.346 0.430 -0.078
H -2.929 -0.336 -1.520
H -4.466 1.774 0.038
H -4.900 0.074 -0.147
H -7.058 1.285 -2.489
H -6.751 2.398 -1.226
H -6.743 0.717 -0.838
C -0.280 -2.093 4.954
O -1.582 -1.802 4.486
C -1.943 -2.399 3.259
C -1.428 -3.801 2.926
N 0.001 -3.873 2.625
C 0.548 -5.224 2.715
C 2.059 -5.252 2.677
O 2.521 -5.351 1.350
C 3.698 -4.641 1.000
H -0.167 -1.584 5.912
H 0.480 -1.783 4.235
H -0.172 -3.156 5.191
H -1.773 -1.751 2.392
H -3.030 -2.465 3.341
H -1.936 -4.118 2.006
H -1.654 -4.444 3.775
H 0.268 -3.502 1.724
H 0.108 -5.834 1.910
H 0.184 -5.721 3.618
H 2.430 -6.105 3.268
H 2.575 -4.418 3.172
H 3.712 -4.641 -0.084
H 4.541 -5.104 1.522
H 3.656 -3.605 1.361
C 2.332 0.445 0.263
C 0.830 0.095 0.262
C 0.555 -1.159 -0.545
O 1.073 -1.069 -1.850
C 0.275 -0.318 -2.722
N 0.473 -0.134 1.680
H 2.724 0.813 -0.686
H 2.929 -0.413 0.583
H 2.428 1.164 1.078
H 0.268 0.966 -0.078
H -0.524 -1.363 -0.479
H 1.063 -2.024 -0.101
H 0.261 0.737 -2.433
H -0.741 -0.678 -2.942
H 0.715 -0.459 -3.718
H 0.612 -1.125 1.866
H 0.972 0.340 2.418
```

Record 2
# C21H62B3N8NiO5

A molecular structure, C21H62B3N8NiO5 in a non-equilibrium geometry (ωB97M-V with the def2-TZVPD basis set, the Open Molecules 2025 dataset).

Values from the calculation:
HOMO level (alpha / beta) ... -8.05 / -8.05 eV
Multiplicity ... 4
F_max ... 7.6 eV/A

```
100
C21H62B3N8NiO5 (ωB97M-V with the def2-TZVPD basis set)
Ni -13.622 29.882 -0.748
B -11.837 28.881 -1.171
H -10.937 28.300 -1.298
H -11.971 29.157 -0.137
H -11.897 29.710 -1.859
H -12.690 28.307 -1.498
B -15.293 30.267 -1.898
H -15.375 30.411 -0.831
H -14.555 30.921 -2.335
H -14.954 29.250 -2.023
H -16.266 30.369 -2.353
B -12.949 31.891 0.040
H -13.050 31.143 0.811
H -12.454 31.468 -0.821
H -13.956 32.240 -0.127
H -12.366 32.767 0.276
C -11.325 24.198 -0.603
C -9.861 24.134 -1.130
C -9.154 25.466 -0.776
C -7.631 25.448 -0.779
C -7.107 24.155 -0.117
C -7.664 22.742 -0.623
N -9.144 22.984 -0.424
O -9.903 21.807 -0.545
C -7.176 22.427 -2.112
C -7.191 21.684 0.431
C -9.922 23.916 -2.720
H -11.859 25.126 -0.805
H -11.297 24.209 0.487
H -11.931 23.385 -1.004
H -9.428 26.340 -1.368
H -9.451 25.721 0.242
H -7.167 26.364 -0.415
H -7.206 25.352 -1.778
H -7.125 24.240 0.969
H -6.049 24.147 -0.377
H -7.748 21.631 -2.589
H -7.012 23.255 -2.802
H -6.171 22.011 -2.040
H -6.168 21.337 0.286
H -7.228 22.173 1.405
H -7.836 20.806 0.407
H -9.239 24.602 -3.219
H -10.934 23.892 -3.125
H -9.574 22.908 -2.948
H -10.574 21.783 0.140
C -10.453 30.277 7.018
C -10.879 29.219 5.975
C -11.557 30.034 4.802
C -11.685 29.207 3.452
C -10.424 28.388 2.976
C -9.805 27.577 4.163
N -9.740 28.400 5.456
O -8.881 27.829 6.382
C -10.753 26.281 4.241
C -8.446 27.008 3.847
C -11.913 28.302 6.668
H -9.678 30.979 6.710
H -10.000 29.819 7.897
H -11.319 30.897 7.247
H -12.558 30.419 4.995
H -10.904 30.849 4.489
H -12.012 29.838 2.625
H -12.425 28.425 3.618
H -9.694 28.984 2.429
H -10.739 27.745 2.154
H -11.766 26.643 4.415
H -10.689 25.735 3.300
H -10.451 25.759 5.148
H -8.202 26.117 4.426
H -8.466 26.708 2.800
H -7.578 27.667 3.849
H -12.822 28.152 6.086
H -12.083 28.526 7.721
H -11.355 27.383 6.846
H -8.303 28.595 6.422
C -8.319 29.598 -2.022
O -7.170 29.742 -2.404
N -8.702 29.260 -0.877
N -9.318 29.874 -2.854
H -9.632 28.944 -0.639
H -7.962 28.945 -0.266
H -9.137 30.057 -3.830
H -10.268 29.918 -2.514
C -15.087 29.251 1.859
O -14.399 28.998 0.888
N -15.216 28.686 3.000
N -15.767 30.307 1.861
H -15.978 28.950 3.609
H -14.729 27.807 3.101
H -15.881 30.802 0.988
H -16.392 30.522 2.624
C -12.067 27.100 -4.861
O -12.707 26.129 -5.285
N -11.655 27.981 -5.765
N -11.608 27.374 -3.653
H -10.926 28.652 -5.568
H -11.774 27.474 -6.630
H -11.841 26.758 -2.887
H -11.489 28.354 -3.437
```

Record 3
# C21H63ClO32P7

8 unconnected molecules or ions with the total composition C21H63ClO32P7 in a non-equilibrium geometry (ωB97M-V with the def2-TZVPD basis set, the Open Molecules 2025 dataset).

Values from the calculation:
HOMO level ... -5.70 eV
F_max ... 4.6 eV/A
Energy relative to the best compared isomer or geometry (same formula, charge and spin) ... 70.6 kcal per mole
Net charge ... -1

```
124
C21H63ClO32P7 (ωB97M-V with the def2-TZVPD basis set)
Cl -0.681 -0.287 -0.756
O -0.644 -0.453 -2.146
O -0.038 0.995 -0.476
O -2.065 -0.212 -0.418
O -0.023 -1.374 -0.139
C -1.746 -7.756 3.176
O -3.107 -7.641 3.330
P -3.752 -7.334 4.815
O -5.188 -6.965 4.890
O -3.320 -8.712 5.629
C -3.875 -9.983 5.321
O -2.743 -6.204 5.386
C -2.847 -4.876 4.850
H -1.408 -7.200 2.301
H -1.473 -8.796 2.997
H -1.309 -7.542 4.151
H -3.088 -10.643 4.957
H -4.573 -9.942 4.485
H -4.481 -10.453 6.095
H -3.411 -4.166 5.455
H -3.266 -4.876 3.844
H -1.884 -4.367 4.819
C 8.559 4.817 -4.816
O 7.869 4.750 -3.594
P 8.255 3.625 -2.494
O 9.727 3.469 -2.250
O 7.419 4.077 -1.230
C 7.457 5.373 -0.733
O 7.462 2.301 -3.091
C 6.090 2.297 -3.132
H 8.658 5.846 -5.160
H 8.061 4.307 -5.642
H 9.562 4.400 -4.721
H 6.433 5.721 -0.602
H 7.829 6.073 -1.481
H 8.018 5.421 0.201
H 5.860 2.245 -4.196
H 5.589 3.150 -2.675
H 5.682 1.400 -2.667
C -5.926 -10.084 -2.213
O -5.813 -9.427 -3.474
P -5.183 -7.896 -3.577
O -5.137 -7.325 -4.916
O -5.906 -7.121 -2.347
C -5.583 -5.794 -2.100
O -3.684 -8.110 -3.031
C -2.514 -7.582 -3.646
H -6.884 -10.604 -2.244
H -5.746 -9.461 -1.337
H -5.187 -10.880 -2.307
H -4.542 -5.711 -1.787
H -6.216 -5.443 -1.285
H -5.678 -5.173 -2.991
H -2.776 -7.128 -4.601
H -1.796 -8.391 -3.784
H -2.165 -6.797 -2.976
C -4.047 3.983 10.749
O -5.259 3.839 10.017
P -5.335 2.769 8.741
O -6.649 2.702 8.002
O -3.999 3.203 7.845
C -3.983 3.071 6.458
O -4.932 1.352 9.458
C -5.811 0.730 10.311
H -3.426 3.087 10.731
H -4.278 4.386 11.735
H -3.396 4.709 10.262
H -3.491 3.836 5.856
H -4.996 2.994 6.063
H -3.505 2.117 6.235
H -5.839 -0.314 9.998
H -6.763 1.257 10.251
H -5.322 0.774 11.284
C -4.309 -2.280 -10.823
O -3.241 -2.138 -11.713
P -2.224 -0.857 -11.644
O -1.084 -1.010 -12.610
O -1.884 -0.646 -10.082
C -1.102 -1.641 -9.401
O -3.198 0.424 -11.876
C -2.611 1.722 -11.674
H -4.151 -3.214 -10.284
H -5.226 -2.401 -11.399
H -4.330 -1.597 -9.973
H -1.830 -1.960 -8.656
H -0.250 -1.195 -8.888
H -0.780 -2.604 -9.797
H -2.626 2.306 -12.594
H -1.552 1.659 -11.427
H -3.167 2.367 -10.993
C 2.291 0.245 9.731
O 3.085 -0.899 9.323
P 4.526 -0.612 8.626
O 5.322 -1.782 8.157
O 5.226 0.266 9.736
C 6.638 0.405 9.624
O 4.108 0.411 7.389
C 3.501 0.020 6.230
H 2.298 1.090 9.042
H 2.629 0.611 10.701
H 1.252 -0.085 9.738
H 6.918 0.315 8.575
H 7.158 -0.416 10.119
H 7.088 1.305 10.042
H 4.234 -0.119 5.435
H 2.731 0.747 5.970
H 2.982 -0.924 6.396
C 3.955 9.152 -7.597
O 4.098 9.722 -6.309
P 2.821 9.916 -5.324
O 1.946 11.084 -5.671
O 2.137 8.432 -5.299
C 2.855 7.329 -4.816
O 3.550 10.072 -3.866
C 4.201 11.344 -3.533
H 3.893 9.966 -8.319
H 3.040 8.560 -7.568
H 4.844 8.583 -7.867
H 2.403 6.953 -3.898
H 3.893 7.579 -4.594
H 3.014 6.595 -5.605
H 4.581 11.436 -2.516
H 3.480 12.149 -3.676
H 5.026 11.567 -4.210
```

Record 4
# C21H63N9O12

9 unconnected molecules or ions with the total composition C21H63N9O12 in a non-equilibrium geometry (ωB97M-V with the def2-TZVPD basis set, the Open Molecules 2025 dataset).

Values from the calculation:
Structure (SMILES) ... COCCNCCOC.COCCNCCOC.COCCNCCOC.NC(N)=O.NC(N)=O.NC(N)=O.O.O.O
HOMO level ... -8.77 eV
F_max ... 7.1 eV/A
Energy relative to the best compared isomer or geometry (same formula, charge and spin) ... 135.1 kcal per mole

```
105
C21H63N9O12 (ωB97M-V with the def2-TZVPD basis set)
C -5.486 18.222 -6.938
O -4.599 17.411 -6.971
N -6.484 18.188 -6.170
N -5.653 19.155 -7.790
H -7.200 18.897 -6.235
H -6.432 17.543 -5.394
H -5.109 19.047 -8.634
H -6.459 19.762 -7.839
C -1.123 18.202 -7.413
O -0.152 18.846 -7.722
N -1.421 17.699 -6.244
N -2.086 18.106 -8.287
H -0.763 17.523 -5.498
H -2.341 17.293 -6.341
H -1.893 18.508 -9.194
H -2.967 17.669 -8.055
C -5.237 18.344 -0.260
O -5.030 19.474 0.036
N -6.231 17.729 0.370
N -4.581 17.580 -1.056
H -6.824 18.093 1.102
H -6.452 16.890 -0.147
H -4.735 16.584 -1.124
H -4.049 18.062 -1.765
C 0.384 13.187 -2.178
O -0.492 14.054 -2.866
C -0.042 14.404 -4.195
C 1.215 15.301 -4.158
N 1.013 16.738 -3.919
C 0.167 17.032 -2.753
C 0.032 18.531 -2.589
O -1.022 18.671 -1.680
C -1.192 19.992 -1.056
H 0.820 12.437 -2.838
H -0.189 12.716 -1.379
H 1.167 13.764 -1.686
H -0.854 14.884 -4.740
H 0.127 13.475 -4.740
H 1.749 15.223 -5.105
H 1.948 15.039 -3.395
H 1.931 17.126 -3.758
H 0.559 16.572 -1.846
H -0.815 16.647 -3.026
H -0.417 19.000 -3.465
H 0.994 18.950 -2.292
H -1.607 20.824 -1.626
H -0.233 20.229 -0.595
H -1.993 19.773 -0.351
C -5.439 13.830 -5.341
O -6.386 14.873 -5.636
C -7.373 14.406 -6.492
C -8.609 14.276 -5.490
N -9.693 13.429 -6.009
C -9.230 12.030 -6.149
C -10.495 11.328 -6.637
O -11.749 11.944 -6.138
C -12.748 10.974 -6.322
H -5.931 13.031 -4.787
H -4.793 14.515 -4.792
H -4.898 13.503 -6.229
H -7.192 13.450 -6.985
H -7.654 15.186 -7.199
H -9.044 15.264 -5.337
H -8.468 13.830 -4.505
H -10.527 13.399 -5.439
H -8.826 11.681 -5.198
H -8.407 11.707 -6.787
H -10.368 10.449 -6.006
H -10.555 11.178 -7.715
H -13.725 11.458 -6.317
H -12.690 10.284 -5.481
H -12.631 10.443 -7.267
C -3.454 19.822 -4.421
O -4.834 20.173 -4.359
C -4.993 21.259 -3.448
C -6.427 21.717 -3.297
N -7.100 22.036 -4.590
C -8.185 21.137 -4.772
C -8.605 21.416 -6.263
O -7.914 20.580 -7.279
C -8.268 21.171 -8.520
H -3.322 19.078 -5.207
H -3.269 19.365 -3.449
H -2.768 20.645 -4.621
H -4.520 22.128 -3.907
H -4.679 21.050 -2.426
H -6.521 22.584 -2.643
H -6.959 20.862 -2.881
H -6.373 21.781 -5.243
H -9.040 21.225 -4.102
H -7.859 20.097 -4.778
H -8.548 22.479 -6.498
H -9.615 21.009 -6.323
H -7.588 20.655 -9.199
H -8.000 22.220 -8.643
H -9.290 21.049 -8.878
O -3.099 14.118 -2.304
H -3.561 14.834 -2.741
H -2.175 14.274 -2.499
O -3.474 16.692 -3.747
H -4.413 16.753 -3.574
H -3.329 17.271 -4.495
O -6.434 16.489 -3.407
H -6.606 15.676 -3.881
H -7.021 16.455 -2.652
```